1.
The following is a DFT calculation (wB97M-V/def2-TZVPD) of a structure of composition C6H19IrN2Si.

Computed properties:
LUMO energy (alpha / beta) ... -0.12448 / -0.22666 Ha
Charge ... +1
Spin multiplicity ... 6
⟨S²⟩ ... 8.7859
HOMO energy (alpha / beta) ... -8.2 / -13.3 eV
Kohn-Sham gap (alpha / beta) ... 4.8 / 7.1 eV

Atoms and positions in Å:
C1 -0.7215 -3.8891 1.9108
Ir1 -2.0402 -0.6141 -1.4389
N1 -3.3414 0.9670 -1.5826
N2 -3.4740 -2.0301 -1.4545
H1 -3.0553 1.5956 -2.3323
H2 -1.1162 -3.2888 2.7070
H3 0.3464 -3.9949 1.9915
H4 -0.9427 -3.3485 0.9832
H5 -1.2153 -4.8528 1.8737
H6 -3.8241 -2.2955 -2.3794
H7 -4.2815 -1.7907 -0.8706
H8 -3.1096 -2.8952 -1.0323
H9 -4.3246 0.7292 -1.7126
H10 -3.2462 1.4839 -0.7006
C2 2.9948 1.8300 -1.3129
Si1 2.0327 1.4549 0.2363
C3 3.1087 0.4459 1.4050
C4 1.6725 3.0712 1.1042
C5 0.5620 0.6380 -0.4255
C6 -0.4808 0.0819 -0.8726
H11 3.8501 2.4617 -1.0443
H12 2.3393 2.3517 -2.0234
H13 3.3325 0.8934 -1.7748
H14 3.9233 1.1071 1.7411
H15 2.5774 0.0787 2.2945
H16 3.5539 -0.4164 0.8891
H17 1.1284 3.7574 0.4437
H18 1.1012 2.9577 2.0333
H19 2.6501 3.5108 1.3438

Atomic forces in eV per Å
-0.375 0.259 -0.842
3.310 -0.495 -0.415
-1.251 2.420 0.257
-2.144 -2.605 0.175
-0.291 -0.040 0.061
-0.099 0.143 0.581
0.325 -0.113 0.128
0.105 -0.109 -0.004
0.032 -0.153 0.109
0.005 0.018 0.278
0.032 -0.153 -0.200
-0.132 0.208 -0.224
0.094 0.243 -0.029
-0.352 0.000 -0.428
-0.106 -0.076 -0.146
1.545 0.721 0.589
-0.293 -0.408 -0.125
-0.517 0.024 -0.115
2.707 1.218 1.349
-2.826 -1.369 -0.633
-0.077 -0.129 -0.248
0.335 -0.015 0.081
0.079 0.299 0.019
-0.248 -0.175 -0.140
0.139 0.133 -0.236
-0.068 0.200 0.189
0.142 -0.011 0.183
0.153 0.014 -0.168
-0.223 -0.049 -0.047

=====

2.
The following is a DFT calculation (wB97M-V/def2-TZVPD) of a cluster of 2 separate species, C6H19N2Si in total.

Computed properties:
LUMO energy ... -0.16394 Ha
Charge ... +1
Energy relative to the best compared isomer or geometry (same formula, charge and spin) ... 124.4 kJ/mol
HOMO energy ... -13.9 eV
Kohn-Sham gap ... 9.4 eV

Atoms and positions in Å:
C1 -2.6200 -1.6599 0.7885
C2 -2.4924 0.6954 -1.4513
C3 2.0878 2.2662 0.4470
C4 -1.5303 -0.5918 0.6457
C5 2.9427 -1.7261 0.1885
C6 -1.9949 0.7658 -0.0060
N1 0.9349 1.3952 0.1090
N2 2.1693 -0.6765 -0.4839
Si1 -0.5777 2.0034 0.2633
H1 -3.4383 -1.3105 1.2377
H2 -2.3555 -2.5238 1.4935
H3 -3.0074 -2.0127 -0.0916
H4 -1.9115 0.2933 -2.2130
H5 -3.3800 0.1161 -1.4105
H6 -2.5527 1.7576 -1.9085
H7 2.0977 2.4453 1.5404
H8 2.9879 1.6820 0.1731
H9 2.2094 3.2240 -0.1486
H10 -1.2545 -0.4985 1.7084
H11 -0.8162 -0.8996 -0.0452
H12 2.4059 -2.2906 0.9037
H13 3.5253 -2.3014 -0.4706
H14 -2.7130 0.9882 0.7143
H15 1.1551 0.4077 -0.0634
H16 2.8249 -0.2579 -1.1294
H17 1.4674 -1.1372 -1.0690
H18 -1.1236 3.3224 0.8978
H19 3.6712 -1.3085 0.7317

Atomic forces in eV per Å
3.093 -1.458 0.979
-0.441 2.858 0.708
1.241 -0.248 -0.312
-1.669 0.086 0.442
-1.465 -0.155 -0.989
2.603 -0.822 0.125
-1.384 4.082 0.708
0.060 -1.730 -0.605
-2.288 -0.710 0.652
-3.280 2.046 2.100
0.228 1.078 -1.341
-0.423 -1.258 -2.467
1.867 -1.481 -0.699
-1.277 0.079 -0.502
-0.982 -1.460 0.987
0.202 0.141 -0.730
-0.329 0.328 0.431
-0.723 -1.103 0.745
0.936 0.593 -0.652
1.978 -1.256 -0.390
-1.003 -0.775 0.236
0.103 -1.368 -1.171
-1.959 1.509 0.597
0.863 -0.687 -0.011
-0.138 0.344 -0.312
0.316 0.017 -0.101
1.229 -0.834 -0.739
2.642 2.187 2.312

=====

3.
The following is a DFT calculation (wB97M-V/def2-TZVPD) of a cluster of 3 separate species, C6H19NO3 in total.

Computed properties:
LUMO energy ... 0.02319 Ha
Energy relative to the best compared isomer or geometry (same formula, charge and spin) ... 158.3 kJ/mol
HOMO energy ... -9.4 eV
Kohn-Sham gap ... 10.0 eV
SMILES ... CCN(C)[C@@H](C)CO.O.O

Atoms and positions in Å:
C1 -2.1192 1.0958 -0.0221
C2 -1.2648 -0.1232 -0.3183
N1 -0.0761 -0.1958 0.5212
C3 -0.4165 -0.6606 1.8774
C4 0.9603 -1.1484 0.0038
C5 0.4236 -2.4761 -0.5719
C6 1.8124 -0.3707 -0.9967
O1 3.1988 -0.2630 -0.5662
H1 -1.6181 2.0613 -0.1421
H2 -2.6134 1.0965 0.9467
H3 -2.8945 1.2945 -0.7720
H4 -0.9886 -0.0336 -1.3685
H5 -1.9057 -1.0006 -0.1656
H6 -1.2888 -0.1500 2.2732
H7 -0.6941 -1.7183 1.9517
H8 0.4115 -0.3606 2.5003
H9 1.5383 -1.4568 0.8476
H10 -0.6324 -2.5780 -0.3108
H11 0.9419 -3.3270 -0.1390
H12 0.4613 -2.4990 -1.6585
H13 1.9871 -0.9097 -1.9333
H14 1.4640 0.6079 -1.3031
H15 3.1570 -0.0119 0.3631
O2 0.7465 2.4041 1.8231
H16 1.2642 1.6399 2.0896
H17 0.1489 2.1088 1.1305
O3 -0.5429 2.3851 -2.4104
H18 -0.0731 2.0040 -1.6634
H19 -1.3876 2.5855 -1.9862

Atomic forces in eV per Å
-0.559 1.145 -0.271
-0.450 0.437 -0.006
-0.057 -1.220 0.552
-0.626 0.761 -0.294
-1.067 0.875 -1.285
-0.717 0.339 0.152
2.336 -1.025 -0.778
-0.805 0.213 0.472
0.662 -0.211 0.680
0.093 -0.078 0.084
-0.250 -0.914 0.033
0.203 -0.410 -0.057
0.027 -0.095 -0.316
-0.085 0.399 -0.087
0.479 -0.182 -0.120
0.234 -0.506 0.533
0.738 0.334 0.580
0.093 -0.223 0.061
0.140 -0.067 -0.223
0.160 -0.115 -0.006
-0.613 -0.156 0.048
-0.490 0.278 0.458
0.299 0.162 -0.038
0.105 0.621 0.296
-0.184 -0.046 -0.244
0.189 -0.459 0.044
-0.317 0.022 0.285
0.455 -0.046 -0.069
0.007 0.167 -0.483

=====

4.
The following is a DFT calculation (wB97M-V/def2-TZVPD) of a cluster of 4 separate species, C6H19NO3 in total.

Computed properties:
LUMO energy ... 0.02339 Ha
Energy relative to the best compared isomer or geometry (same formula, charge and spin) ... 55.4 kJ/mol
HOMO energy ... -8.0 eV
Kohn-Sham gap ... 8.7 eV
SMILES ... CCC/C=C(/C)N.O.O.O

Atoms and positions in Å:
C1 1.9898 -0.3875 -0.1355
C2 1.0304 -0.9031 -1.1914
C3 -0.0406 0.1311 -1.6274
C4 -1.1914 0.1398 -0.7025
C5 -1.3942 0.9824 0.3451
C6 -2.6493 0.9301 1.1479
N1 -0.4170 1.8852 0.7936
H1 2.7369 0.3289 -0.5399
H2 1.4694 0.1206 0.6692
H3 2.5638 -1.1865 0.3052
H4 1.6019 -1.2461 -2.0463
H5 0.5246 -1.8305 -0.8541
H6 -0.3698 -0.1163 -2.6469
H7 0.4177 1.1398 -1.6859
H8 -1.9162 -0.6251 -0.9141
H9 -3.3240 1.7886 0.8603
H10 -2.4038 1.0655 2.2473
H11 -3.1983 -0.0098 1.0294
H12 0.3258 2.2313 0.0925
H13 -0.8000 2.6676 1.3139
O1 -0.3291 -1.6574 1.9353
H14 0.4900 -1.5720 2.3859
H15 -0.3838 -0.9092 1.3786
O2 1.9608 2.9658 -1.2055
H16 2.0477 2.0033 -1.0622
H17 2.7079 3.2452 -1.7872
O3 -0.1901 -3.8183 0.3914
H18 -0.2860 -3.0703 0.9369
H19 -0.9731 -4.2930 0.5665

Atomic forces in eV per Å
0.220 0.481 -0.128
-0.402 -0.479 -0.274
1.175 0.122 -0.225
-0.499 0.791 0.952
0.686 -0.967 -1.259
-0.429 1.051 1.272
1.116 1.036 -1.168
-0.358 -0.357 0.071
-0.120 0.148 0.190
0.251 -0.364 0.139
0.217 0.111 -0.355
0.167 0.567 0.037
-0.017 0.097 0.271
-0.242 -0.473 -0.156
-0.480 -0.086 0.194
0.588 -0.836 0.286
-0.351 -0.217 -1.135
0.198 0.253 -0.086
-1.932 -0.775 1.480
0.138 -0.128 -0.162
-0.911 -1.269 0.804
1.134 0.062 0.720
-0.313 1.556 -1.267
0.745 -0.104 -0.439
0.330 0.700 -0.296
-0.901 -0.523 0.746
1.288 -1.183 -1.614
0.033 1.919 1.298
-1.332 -1.133 0.103

=====

5.
The following is a DFT calculation (wB97M-V/def2-TZVPD) of a structure of composition C6H20AgO6.

Computed properties:
LUMO energy (alpha / beta) ... 0.00181 / -0.02811 Ha
Spin multiplicity ... 2
Energy relative to the best compared isomer or geometry (same formula, charge and spin) ... 131.6 kJ/mol
⟨S²⟩ ... 0.7649
HOMO energy (alpha / beta) ... -7.0 / -6.7 eV
Kohn-Sham gap (alpha / beta) ... 7.0 / 5.9 eV

Atoms and positions in Å:
Ag1 0.1158 0.0374 -0.3692
O1 1.6622 -1.7482 -0.5991
C1 2.8060 -1.2839 -1.3305
C2 2.5534 0.0608 -2.1037
O2 1.6680 1.1524 -1.6491
H1 3.3196 -2.0695 -1.8846
H2 3.5344 -1.0719 -0.5478
H3 2.2004 -0.1921 -3.1035
H4 3.4718 0.5587 -2.4149
C3 -1.6121 2.7768 -1.3700
O3 -1.6015 1.6847 -0.4597
H5 -2.6768 2.9325 -1.5440
H6 -1.1414 3.5521 -0.7654
H7 -1.0297 2.6165 -2.2773
H8 -1.9393 2.0260 0.3716
C4 1.9471 0.7884 2.3232
O4 1.0046 1.3891 1.4059
H9 1.6998 1.2338 3.2868
H10 1.6861 -0.2452 2.5506
H11 3.0040 0.8311 2.0603
H12 1.0686 2.3436 1.4871
C5 -2.9559 -1.2433 -1.2038
O5 -1.5705 -1.2915 -1.3778
H13 -3.4500 -0.5005 -1.8301
H14 -3.3778 -2.2330 -1.3781
H15 -3.1847 -1.0337 -0.1589
H16 -1.4036 -2.1926 -1.6637
C6 -0.7724 -1.8137 2.5395
O6 -0.9886 -0.5886 1.7996
H17 -1.7646 -2.2648 2.5470
H18 -0.1095 -2.5018 2.0149
H19 -0.3896 -1.5757 3.5319
H20 -1.7740 -0.1340 2.1128

Atomic forces in eV per Å
1.550 -0.738 -0.681
-0.199 0.994 -1.180
-1.341 1.535 2.680
-0.887 0.175 -1.238
1.177 -2.516 0.615
-0.412 0.047 -0.980
0.600 0.408 0.243
-0.593 -0.405 -0.171
0.549 0.306 0.485
-0.256 0.383 1.082
0.115 -1.185 -0.007
0.191 0.751 -0.634
-0.188 0.839 -0.793
-0.132 -0.447 0.261
0.086 -0.130 0.045
-1.266 0.176 0.970
0.788 -0.338 0.442
0.805 0.411 0.274
-0.132 -0.160 -0.948
-0.195 0.335 -0.253
0.226 0.005 -0.101
-0.955 -0.251 0.726
-0.039 -0.475 -0.614
0.147 -0.002 -0.118
-0.275 0.059 -0.282
-0.039 0.297 0.119
0.834 0.146 -0.012
-1.192 0.583 -0.427
0.737 -0.310 -0.218
0.162 -0.550 0.667
0.168 0.533 -0.231
-0.077 -0.235 0.062
0.042 -0.244 0.217

=====

6.
The following is a DFT calculation (wB97M-V/def2-TZVPD) of a structure of composition C6H20BO2Rb3.

Computed properties:
LUMO energy ... -0.27290 Ha
Charge ... +2
Energy relative to the best compared isomer or geometry (same formula, charge and spin) ... 2413.3 kJ/mol
HOMO energy ... -15.5 eV
Kohn-Sham gap ... 8.1 eV

Atoms and positions in Å:
Rb1 21.6898 13.4737 12.8107
Rb2 19.5755 15.0307 14.6821
Rb3 18.4565 12.3447 14.1628
B1 19.3404 13.9750 12.7570
H1 18.9194 13.4476 11.9151
H2 20.1231 14.6379 12.4220
H3 18.5856 14.6594 13.1123
H4 19.6273 13.2738 13.5253
C1 19.3387 14.4398 9.1918
C2 20.3220 13.6355 9.9914
C3 21.6924 13.3371 9.3996
O1 20.6217 14.1817 11.2761
H5 19.0911 14.0201 8.2168
H6 19.6779 15.4294 8.8859
H7 18.3684 14.3839 9.6852
H8 19.8911 12.6367 10.0610
H9 21.7002 12.8801 8.4101
H10 22.3775 12.7260 9.9872
H11 22.2211 14.2840 9.2905
H12 19.8810 14.2588 11.8820
C4 16.9875 14.3760 10.5182
C5 17.0743 15.2825 11.7430
C6 15.9008 16.2868 11.7839
O2 17.0734 14.4085 12.8574
H13 16.9996 15.0437 9.6568
H14 16.0896 13.7587 10.4873
H15 17.9141 13.8085 10.4322
H16 18.0102 15.8098 11.5583
H17 15.9866 16.9715 12.6277
H18 14.8953 15.8665 11.7644
H19 16.0700 16.8979 10.8974
H20 17.9485 14.0153 12.8898

Atomic forces in eV per Å
10.901 -4.724 6.096
1.978 5.989 8.612
-8.047 -8.986 5.504
-3.594 -1.396 4.750
-1.617 -2.536 -2.095
0.793 8.009 9.710
1.414 1.955 0.177
4.816 2.262 -2.071
1.066 0.562 -1.525
1.516 -0.908 -1.406
0.710 0.946 -1.096
3.816 1.068 -17.944
0.400 -0.712 -0.094
0.113 0.284 0.614
3.126 1.796 -2.240
-0.536 -0.342 0.895
-0.396 -0.002 0.010
-0.381 -0.316 0.465
0.059 0.169 -0.164
-1.278 -1.194 -9.945
-2.110 0.522 0.642
-2.182 -1.039 -1.345
1.234 0.167 -0.032
-6.219 0.554 1.131
-0.627 -0.171 -0.149
-0.018 0.028 0.229
-2.330 -1.478 1.841
0.490 0.470 0.836
-0.030 -0.116 0.146
0.291 -0.298 -0.029
-0.401 0.121 -0.078
-2.954 -0.682 -1.442

=====

| no. | E_tot (Ha) |
| --- | --- |
| 1 | -742.83245 |
| 2 | -638.67351 |
| 3 | -520.42336 |
| 4 | -520.46252 |
| 5 | -838.75244 |
| 6 | -486.75779 |